# H26NeO13

A structure of composition H26NeO13 (ωB97M-V/def2-TZVPD, the Open Molecules 2025 dataset).

As for the spin multiplicity: 1. The calculation puts the electronic energy at -30550.0210 eV. Its orbital gap is 10.03 eV. The calculation puts the strongest force on any atom at 1.34 eV Å⁻¹. The HOMO energy is -10.09 eV. The value obtained for the relative energy (zero: lowest compared OMol25 entry of this formula, charge and spin) is 19.7 kJ/mol.

Last column: Löwdin charge in e.
Element x y z (Å)
Ne: -0.424 -0.019 -0.110  0.072
O: 0.193 0.780 -2.835  -0.072
H: -0.483 0.236 -2.432  -0.015
H: 0.288 1.525 -2.240  -0.043
O: 0.666 1.403 3.340  -0.069
H: 0.661 0.468 3.136  -0.042
H: 1.036 1.817 2.561  -0.038
O: -0.866 -2.705 1.614  -0.055
H: -0.656 -2.952 0.714  -0.013
H: -1.767 -2.384 1.571  -0.008
O: -1.472 2.655 1.233  -0.031
H: -0.638 2.321 0.902  0.000
H: -1.282 3.555 1.497  0.058
O: 1.858 2.325 0.857  -0.039
H: 2.333 2.756 1.567  0.077
H: 2.460 1.652 0.539  0.023
O: -1.657 -1.303 -2.357  -0.035
H: -1.353 -1.976 -1.748  0.002
H: -1.655 -1.735 -3.212  0.056
O: -3.408 -1.720 1.174  -0.043
H: -3.868 -1.857 2.002  0.057
H: -3.570 -0.801 0.959  -0.002
O: 2.646 -0.588 -2.618  -0.053
H: 1.912 0.025 -2.643  -0.010
H: 3.084 -0.472 -3.461  0.050
O: 0.945 -1.191 3.074  -0.035
H: 1.810 -1.240 2.667  0.046
H: 0.366 -1.646 2.462  -0.004
O: -0.229 -3.585 -0.951  -0.023
H: 0.502 -3.233 -1.458  0.066
H: -0.787 -4.014 -1.599  0.066
O: -3.643 0.953 0.279  -0.042
H: -3.013 1.541 0.697  0.000
H: -3.718 1.281 -0.618  0.054
O: 0.598 2.959 -1.532  -0.024
H: 1.050 2.662 -0.742  -0.006
H: 1.285 3.361 -2.064  0.073
O: 3.628 0.102 -0.020  -0.041
H: 3.758 -0.592 0.626  0.045
H: 3.412 -0.362 -0.829  -0.003



# C4H6N4

An isolated molecule of C4H6N4 (ωB97M-V/def2-TZVPD, the Open Molecules 2025 dataset).

As for the spin multiplicity: 1. The SMILES is [H]/N=c1/cccnn1N. The calculation puts the electronic energy at -10199.5803 eV. Its orbital gap is 7.07 eV. The calculation puts the strongest force on any atom at 11.79 eV Å⁻¹. The HOMO energy is -7.74 eV. The value obtained for the relative energy (zero: lowest compared OMol25 entry of this formula, charge and spin) is 613.6 kJ/mol.

Last column: Löwdin charge in e.
Element x y z (Å)
H: 2.611 0.641 -0.364  0.005
N: 1.881 1.314 -0.146  0.084
C: 0.663 0.746 0.012  -0.403
C: -0.481 1.448 0.155  -0.036
C: -1.711 0.778 0.096  -0.117
C: -1.874 -0.569 -0.013  -0.137
N: -0.653 -1.352 0.013  0.103
N: 0.444 -0.659 -0.102  -0.297
N: 1.554 -1.232 0.014  -0.027
H: -0.381 2.480 0.201  0.096
H: -2.691 1.341 -0.443  0.170
H: -2.761 -1.308 -0.434  0.155
H: 1.895 -1.260 1.242  0.227
H: 1.503 -2.369 -0.230  0.176



# C7H11IN2S

A cluster of 2 separate species, C7H11IN2S in total (ωB97M-V/def2-TZVPD, the Open Molecules 2025 dataset).

As for the spin multiplicity: 1. The calculation puts the electronic energy at -29351.4330 eV. Its orbital gap is 4.67 eV. The calculation puts the strongest force on any atom at 0.50 eV Å⁻¹. The HOMO energy is -6.60 eV. The value obtained for the relative energy (zero: lowest compared OMol25 entry of this formula, charge and spin) is 0.0 kJ/mol.

Last column: Löwdin charge in e.
Element x y z (Å)
C: 2.242 -0.392 0.060  -0.148
C: 2.126 1.113 0.348  -0.526
S: 1.475 2.117 -1.008  0.888
C: -0.290 2.054 -0.633  -0.408
N: -0.784 0.685 -0.436  -0.148
C: -1.020 -0.111 -1.477  -0.015
C: -1.451 -1.409 -1.267  -0.002
C: -1.606 -1.816 0.029  0.023
C: -1.323 -0.906 1.067  -0.144
N: -0.924 0.328 0.827  0.158
H: 1.589 -0.972 0.717  0.063
H: 3.264 -0.741 0.222  0.074
H: 1.980 -0.621 -0.975  0.056
H: 3.107 1.550 0.549  0.067
H: 1.531 1.299 1.245  0.074
H: -0.518 2.597 0.282  0.101
H: -0.815 2.483 -1.487  0.091
H: -0.841 0.314 -2.459  0.147
H: -1.650 -2.055 -2.112  0.126
H: -1.954 -2.810 0.287  0.130
H: -1.499 -1.194 2.125  -0.189
I: -2.640 -1.512 4.098  -0.416



# H5NS

A cluster of 2 separate species, H5NS in total (ωB97M-V/def2-TZVPD, the Open Molecules 2025 dataset).

As for the spin multiplicity: 2. As for the expectation value of S²: 0.76. The calculation puts the electronic energy at -12396.2461 eV. Its orbital gap (spin up / spin down) is 13.23 / 5.51 eV. The calculation puts the strongest force on any atom at 3.66 eV Å⁻¹. The HOMO energy (spin up / spin down) is -17.31 / -15.74 eV. The value obtained for the relative energy (zero: lowest compared OMol25 entry of this formula, charge and spin) is 191.3 kJ/mol. Its total charge is +1.

Last column: Löwdin charge in e.
Element x y z (Å)
S: -0.637 -0.207 -1.663  0.845
H: -0.199 -1.508 -1.606  -0.087
N: 0.180 0.575 1.508  0.230
H: -0.562 0.947 0.893  0.032
H: 0.785 0.261 0.728  0.032
H: -0.173 -0.290 1.929  0.090
H: 0.606 0.223 -1.790  -0.143



# C27H54Cl38O3S

A cluster of 20 separate species, C27H54Cl38O3S in total (ωB97M-V/def2-TZVPD, the Open Molecules 2025 dataset).

As for the spin multiplicity: 1. The calculation puts the electronic energy at -521705.2431 eV. Its orbital gap is 10.73 eV. The calculation puts the strongest force on any atom at 2.16 eV Å⁻¹. The HOMO energy is -10.70 eV.

Last column: Löwdin charge in e.
Element x y z (Å)
C: 4.656 -1.027 1.704  -0.155
C: 3.580 -1.695 2.577  -0.252
C: 2.666 -2.554 1.685  -0.191
C: 1.184 -2.514 2.059  -0.140
C: 0.625 -1.074 1.926  -0.317
C: -0.644 -0.870 2.764  -0.144
C: -0.851 0.658 2.899  -0.180
S: -0.483 1.450 1.330  0.622
O: -1.562 2.347 0.975  -0.306
O: 0.804 2.092 1.410  -0.284
O: -0.502 0.342 0.193  -0.248
C: 0.223 -0.892 0.474  -0.162
H: 4.201 -0.641 0.793  0.000
H: 5.185 -0.252 2.240  0.002
H: 5.404 -1.793 1.475  0.073
H: 3.043 -0.938 3.154  0.080
H: 4.081 -2.336 3.302  0.039
H: 3.006 -3.590 1.778  0.116
H: 2.796 -2.303 0.631  0.080
H: 0.655 -3.139 1.330  0.092
H: 0.973 -2.934 3.042  0.123
H: 1.416 -0.392 2.237  0.121
H: -0.574 -1.332 3.746  0.111
H: -1.499 -1.258 2.204  0.119
H: -0.060 1.018 3.554  0.060
H: -1.842 0.939 3.240  0.108
H: 1.090 -0.997 -0.180  0.122
H: -0.463 -1.707 0.243  0.047
C: -2.236 1.104 -2.325  -1.007
Cl: -3.401 1.735 -3.500  0.549
Cl: -2.087 -0.659 -2.415  0.542
H: -1.261 1.533 -2.544  -0.065
H: -2.556 1.373 -1.325  -0.015
C: -6.991 2.926 -3.105  -1.085
Cl: -7.819 2.702 -4.653  0.548
Cl: -6.995 4.616 -2.584  0.510
H: -7.506 2.332 -2.363  -0.019
H: -5.967 2.596 -3.210  -0.049
C: 4.670 3.171 1.462  -0.975
Cl: 6.259 2.788 0.766  0.535
Cl: 4.192 1.997 2.687  0.550
H: 4.721 4.151 1.921  0.032
H: 3.933 3.163 0.667  -0.048
C: -6.357 0.536 -7.018  -1.034
Cl: -4.974 -0.245 -6.245  0.493
Cl: -6.087 0.808 -8.748  0.535
H: -7.222 -0.106 -6.898  0.028
H: -6.532 1.489 -6.534  -0.048
C: 6.320 -4.076 5.604  -1.017
Cl: 4.645 -4.599 5.806  0.473
Cl: 6.467 -2.790 4.399  0.547
H: 6.685 -3.706 6.555  0.029
H: 6.909 -4.923 5.272  -0.029
C: -4.619 1.857 0.857  -0.979
Cl: -5.932 2.347 -0.219  0.582
Cl: -4.319 0.112 0.769  0.555
H: -3.714 2.369 0.560  -0.011
H: -4.884 2.116 1.875  0.034
C: 8.199 4.514 3.389  -1.024
Cl: 9.096 5.985 2.992  0.510
Cl: 7.215 4.707 4.848  0.510
H: 7.533 4.278 2.570  -0.045
H: 8.906 3.710 3.552  0.030
C: 3.395 -7.478 8.306  -1.016
Cl: 2.321 -7.200 6.928  0.493
Cl: 5.086 -7.157 7.909  0.486
H: 3.100 -6.816 9.111  0.025
H: 3.303 -8.513 8.609  0.023
C: 1.007 3.859 -1.487  -0.967
Cl: 0.654 2.957 -2.975  0.559
Cl: 2.706 4.338 -1.410  0.545
H: 0.396 4.753 -1.480  0.035
H: 0.785 3.234 -0.632  -0.013
C: 7.271 5.297 8.447  -1.024
Cl: 5.629 4.805 8.023  0.495
Cl: 7.768 4.663 10.024  0.544
H: 7.951 4.917 7.694  -0.007
H: 7.309 6.379 8.485  0.030
C: -5.873 -1.613 -2.087  -1.030
Cl: -7.017 -1.052 -3.310  0.511
Cl: -5.788 -3.382 -2.033  0.533
H: -4.890 -1.223 -2.326  -0.026
H: -6.201 -1.256 -1.118  -0.003
C: -9.053 0.139 -10.668  -1.030
Cl: -10.793 -0.099 -10.430  0.524
Cl: -8.718 1.383 -11.875  0.500
H: -8.616 0.442 -9.726  -0.035
H: -8.619 -0.796 -11.003  0.029
C: 0.981 1.808 6.191  -1.004
Cl: 2.349 1.767 5.075  0.508
Cl: 0.355 0.185 6.538  0.516
H: 1.303 2.256 7.123  0.026
H: 0.188 2.394 5.740  0.023
C: 3.116 -0.455 -2.561  -1.006
Cl: 3.775 0.708 -1.405  0.543
Cl: 3.816 -2.065 -2.352  0.526
H: 2.044 -0.522 -2.410  0.011
H: 3.335 -0.106 -3.563  0.028
C: -12.799 -0.660 -13.745  -1.036
Cl: -14.521 -0.920 -13.439  0.499
Cl: -12.520 0.573 -14.979  0.498
H: -12.329 -0.335 -12.824  -0.031
H: -12.365 -1.592 -14.086  0.025
C: -6.675 0.820 -15.432  -1.032
Cl: -8.416 0.589 -15.243  0.477
Cl: -6.294 2.066 -16.627  0.502
H: -6.264 1.123 -14.476  0.018
H: -6.236 -0.115 -15.758  0.023
C: -2.276 -4.908 -1.874  -1.016
Cl: -1.405 -3.858 -0.742  0.535
Cl: -1.946 -6.617 -1.578  0.519
H: -3.336 -4.728 -1.752  -0.030
H: -1.958 -4.661 -2.880  0.030
C: 7.049 -6.598 2.222  -1.006
Cl: 6.325 -7.141 3.740  0.524
Cl: 8.562 -5.725 2.491  0.506
H: 7.253 -7.466 1.606  0.024
H: 6.351 -5.932 1.728  0.025
C: 7.575 4.886 13.640  -1.042
Cl: 6.397 6.119 14.105  0.500
Cl: 9.164 5.184 14.355  0.500
H: 7.218 3.922 13.982  0.026
H: 7.674 4.900 12.562  -0.065



# C32H30Cl2CsN9O3P

A structure of composition C32H30Cl2CsN9O3P (ωB97M-V/def2-TZVPD, the Open Molecules 2025 dataset).

As for the spin multiplicity: 1. The calculation puts the electronic energy at -88110.6030 eV. Its orbital gap is 6.00 eV. The calculation puts the strongest force on any atom at 1.22 eV Å⁻¹. The HOMO energy is -4.12 eV. The value obtained for the relative energy (zero: lowest compared OMol25 entry of this formula, charge and spin) is 62.3 kJ/mol. Its total charge is -1.

Last column: Löwdin charge in e.
Element x y z (Å)
Cs: -0.186 -0.791 0.937  1.199
Cl: -0.222 5.169 5.627  0.606
C: -0.433 3.535 5.046  -0.689
C: 0.188 3.146 3.884  -0.066
C: 0.089 1.857 3.344  -0.214
N: 0.886 1.576 2.198  -0.015
C: 0.738 2.363 1.152  -0.612
O: -0.078 3.296 0.943  -0.042
C: 1.681 2.125 -0.028  -0.219
C: 2.198 3.264 -0.658  -0.013
C: 2.993 3.120 -1.772  -0.074
C: 3.243 1.840 -2.257  -0.099
C: 2.689 0.775 -1.577  -0.156
N: 1.920 0.901 -0.491  0.043
C: -0.715 0.911 4.040  -0.214
C: -1.334 1.339 5.224  -0.060
C: -1.208 2.611 5.731  -0.687
Cl: -2.018 3.022 7.223  0.608
N: -0.834 -0.451 3.675  -0.053
C: -2.027 -1.024 3.752  -0.577
O: -3.137 -0.543 4.054  -0.024
C: -2.074 -2.527 3.454  -0.202
C: -2.891 -3.297 4.290  -0.013
C: -2.997 -4.652 4.074  -0.078
C: -2.304 -5.220 3.010  -0.087
C: -1.533 -4.385 2.227  -0.162
N: -1.418 -3.067 2.427  0.016
H: 0.786 3.870 3.347  0.109
H: 1.935 4.235 -0.262  0.115
H: 3.410 3.989 -2.267  0.101
H: 3.860 1.677 -3.131  0.091
H: 2.853 -0.242 -1.921  0.107
H: -1.955 0.631 5.752  0.105
H: -3.435 -2.797 5.078  0.114
H: -3.616 -5.265 4.718  0.100
H: -2.362 -6.278 2.794  0.093
H: -0.981 -4.780 1.379  0.105
C: 2.396 -1.287 3.318  -0.200
P: 2.704 -2.715 2.292  0.483
C: 2.370 -4.130 3.356  -0.172
C: 4.486 -2.729 2.019  -0.181
O: 1.929 -2.775 1.011  -0.527
H: 3.056 -1.310 4.189  0.058
H: 1.353 -1.284 3.659  0.026
H: 2.550 -0.354 2.770  0.043
H: 2.945 -4.083 4.281  0.052
H: 2.603 -5.049 2.817  0.052
H: 1.304 -4.120 3.591  0.045
H: 5.030 -2.706 2.964  0.049
H: 4.747 -1.850 1.430  0.053
H: 4.755 -3.624 1.457  0.049
C: -1.586 2.132 -1.793  0.005
C: -2.132 0.874 -2.377  -0.370
N: -2.053 -0.319 -1.845  0.077
C: -2.722 -1.165 -2.705  -0.130
C: -3.187 -0.480 -3.779  -0.062
N: -2.828 0.836 -3.557  -0.034
C: -2.977 1.913 -4.491  -0.069
N: -2.181 1.694 -5.679  -0.057
N: -2.755 1.759 -6.896  0.042
N: -1.884 1.513 -7.800  0.061
C: -0.669 1.299 -7.175  -0.237
C: 0.588 0.999 -7.713  -0.023
C: 1.618 0.807 -6.826  -0.084
C: 1.414 0.905 -5.427  -0.066
C: 0.187 1.198 -4.885  0.017
C: -0.855 1.402 -5.803  -0.156
H: -1.090 1.921 -0.852  0.053
H: -2.379 2.851 -1.580  0.098
H: -0.856 2.617 -2.446  0.078
H: -2.815 -2.217 -2.495  0.099
H: -3.729 -0.781 -4.659  0.114
H: -2.674 2.834 -3.998  0.134
H: -4.005 2.008 -4.837  0.137
H: 0.727 0.918 -8.782  0.109
H: 2.606 0.570 -7.197  0.099
H: 2.248 0.739 -4.758  0.086
H: 0.049 1.253 -3.813  0.095



- What is the electronic energy in the first record?
  -30550.0210 eV



- Among the records above, which one has the highest strongest force on any atom?
  C4H6N4



- Which formula does entry 1 have?
  H26NeO13



Copy entry 4 word for word.
# H5NS

A cluster of 2 separate species, H5NS in total (ωB97M-V/def2-TZVPD, the Open Molecules 2025 dataset).

As for the spin multiplicity: 2. As for the expectation value of S²: 0.76. The calculation puts the electronic energy at -12396.2461 eV. Its orbital gap (spin up / spin down) is 13.23 / 5.51 eV. The calculation puts the strongest force on any atom at 3.66 eV Å⁻¹. The HOMO energy (spin up / spin down) is -17.31 / -15.74 eV. The value obtained for the relative energy (zero: lowest compared OMol25 entry of this formula, charge and spin) is 191.3 kJ/mol. Its total charge is +1.

Last column: Löwdin charge in e.
Element x y z (Å)
S: -0.637 -0.207 -1.663  0.845
H: -0.199 -1.508 -1.606  -0.087
N: 0.180 0.575 1.508  0.230
H: -0.562 0.947 0.893  0.032
H: 0.785 0.261 0.728  0.032
H: -0.173 -0.290 1.929  0.090
H: 0.606 0.223 -1.790  -0.143